{
  "formula": "C14H46BO7Pd",
  "method": "ωB97M-V/def2-TZVPD",
  "homo_lumo_gap_ha": [0.1723, 0.2859],
  "multiplicity": 4,
  "relative_energy_kcal_mol": 0.00,
  "lumo_ev": [0.68, -1.69],
  "elements": ["Pd", "B", "H", "H", "H", "H", "C", "C", "O", "H", "H", "H", "H", "H", "H", "C", "C", "O", "H", "H", "H", "H", "H", "H", "C", "C", "O", "H", "H", "H", "H", "H", "H", "C", "C", "O", "H", "H", "H", "H", "H", "H", "C", "C", "O", "H", "H", "H", "H", "H", "H", "C", "C", "O", "H", "H", "H", "H", "H", "H", "C", "C", "O", "H", "H", "H", "H", "H", "H"],
  "coordinates": [[-1.069, -1.681, 0.363], [-0.123, 0.380, -0.073], [0.360, 1.323, -0.279], [-0.546, -0.033, -0.975], [0.607, -0.303, 0.335], [-0.866, 0.557, 0.689], [0.021, -1.131, 4.238], [-1.242, -1.722, 3.624], [-1.682, -1.014, 2.448], [0.829, -1.025, 3.515], [0.331, -1.771, 5.064], [-0.184, -0.111, 4.565], [-1.945, -1.742, 4.456], [-1.072, -2.766, 3.361], [-2.312, -0.372, 2.782], [2.820, 2.857, 2.943], [2.093, 1.655, 2.424], [0.697, 1.819, 2.532], [2.646, 3.715, 2.293], [3.890, 2.651, 2.911], [2.450, 3.208, 3.906], [2.325, 0.742, 2.973], [2.430, 1.310, 1.447], [0.333, 1.428, 1.735], [-5.294, -0.928, 0.051], [-4.024, -0.096, -0.039], [-2.971, -0.784, -0.656], [-6.009, -0.403, 0.685], [-5.096, -1.880, 0.543], [-5.728, -1.103, -0.934], [-3.678, 0.162, 0.962], [-4.157, 0.878, -0.510], [-3.195, -0.809, -1.589], [2.728, 3.324, -0.848], [2.663, 2.359, -2.039], [2.499, 1.031, -1.526], [2.947, 4.317, -1.242], [3.467, 3.167, -0.063], [1.722, 3.293, -0.430], [3.529, 2.469, -2.692], [1.764, 2.554, -2.624], [1.600, 0.953, -1.198], [-0.373, -2.110, -3.780], [0.524, -2.022, -2.516], [-0.179, -2.587, -1.456], [0.173, -1.687, -4.623], [-1.296, -1.539, -3.683], [-0.666, -3.138, -3.994], [0.828, -0.981, -2.406], [1.437, -2.585, -2.711], [-0.100, -3.527, -1.635], [3.123, -2.440, 1.962], [2.062, -2.626, 0.901], [0.804, -2.552, 1.456], [4.041, -2.488, 1.378], [3.137, -3.235, 2.708], [3.105, -1.486, 2.490], [2.250, -3.625, 0.507], [2.237, -1.898, 0.109], [0.697, -3.326, 2.013], [-2.086, 2.418, -4.171], [-1.541, 1.454, -3.072], [-1.460, 2.181, -1.857], [-3.055, 2.821, -3.877], [-2.174, 1.887, -5.119], [-1.403, 3.251, -4.339], [-0.531, 1.081, -3.239], [-2.219, 0.618, -2.902], [-0.898, 1.663, -1.276]],
  "forces_ev_per_angstrom": [[-0.7, -1.5, 0.5], [-0.1, -0.3, 0.2], [1.7, 3.2, -0.5], [-1.5, -1.1, -3.4], [3.2, -2.3, 1.4], [-2.9, 1.1, 2.5], [-0.1, 0.4, -0.7], [1.2, -0.4, 0.6], [-0.2, -0.2, 1.4], [0.0, -0.3, 0.0], [0.1, 0.1, 0.1], [0.0, 0.0, 0.3], [-0.8, 0.2, -0.5], [-0.1, 0.0, -0.3], [-0.2, 0.5, -0.5], [0.1, 0.5, -0.6], [0.0, -1.2, 0.6], [-0.1, 0.4, -0.3], [0.0, 0.0, -0.3], [0.1, 0.2, 0.4], [0.3, -0.5, 0.3], [0.4, 0.0, 0.9], [-0.2, 0.8, -0.6], [-0.5, 0.0, -0.1], [0.2, 0.3, 0.2], [-0.5, 0.5, 1.1], [0.2, -0.2, -0.6], [-0.2, 0.1, -0.2], [0.1, 0.0, -0.2], [-0.1, 0.0, 0.0], [0.0, -0.2, 0.1], [-0.2, 0.0, -0.3], [0.4, -0.3, -0.3], [-0.4, 0.5, -0.9], [-0.3, -0.3, 1.3], [1.2, -0.3, -0.8], [-0.3, 0.3, 0.1], [0.0, -0.7, -0.3], [0.1, 0.4, 0.4], [0.1, -0.6, 0.1], [0.1, 0.5, -0.2], [-0.1, 0.1, 0.2], [0.5, 0.3, 0.2], [-0.1, 0.6, -3.0], [0.4, -0.1, 0.4], [0.0, -0.2, -0.2], [0.1, 0.1, 0.3], [0.2, -0.1, -0.1], [-0.2, -0.1, 0.8], [0.2, -0.1, 0.1], [-0.6, -0.6, 0.7], [0.7, 0.2, -0.3], [2.2, -0.4, 0.2], [-1.5, 0.6, 0.2], [0.5, 0.0, 0.4], [-0.1, -0.1, -0.1], [-0.2, 0.1, -0.2], [-0.2, -0.1, -0.5], [-0.6, 0.1, 0.0], [-0.5, -0.3, 0.1], [0.7, -0.9, 0.5], [-0.3, 1.4, 0.2], [-0.6, 0.7, -0.4], [0.0, -0.1, 0.0], [-0.2, 0.0, 0.0], [0.1, 0.0, 0.2], [0.0, -0.3, -0.8], [-0.1, -0.3, -0.4], [-0.1, 0.1, 0.3]],
  "lowdin_spin": [2.047, 0.063, 0.022, 0.012, 0.018, 0.008, 0.006, 0.042, 0.118, 0.001, 0.002, 0.001, 0.004, 0.028, 0.009, 0.000, 0.000, 0.002, 0.000, 0.000, 0.000, 0.000, 0.000, 0.001, 0.010, 0.017, 0.118, 0.001, 0.009, 0.001, 0.004, 0.002, 0.007, 0.001, 0.000, 0.002, 0.000, 0.000, 0.001, 0.000, 0.000, 0.001, 0.006, 0.018, 0.155, 0.001, 0.001, 0.002, 0.001, 0.003, 0.035, 0.007, 0.018, 0.150, 0.002, 0.001, 0.000, 0.005, 0.002, 0.030, 0.000, 0.002, 0.002, 0.000, 0.000, 0.000, 0.000, 0.002, 0.001]
}



{
  "formula": "C14H49N3O9",
  "method": "ωB97M-V/def2-TZVPD",
  "homo_lumo_gap_ha": 0.3303,
  "multiplicity": 1,
  "relative_energy_kcal_mol": 0.04,
  "lumo_ev": 0.37,
  "smiles": "COC[C@H](C)N.COC[C@H](C)N.COC[C@H](C)N.CCO.O.O.O.O.O",
  "elements": ["C", "O", "C", "C", "C", "N", "H", "H", "H", "H", "H", "H", "H", "H", "H", "H", "H", "C", "O", "C", "C", "C", "N", "H", "H", "H", "H", "H", "H", "H", "H", "H", "H", "H", "C", "O", "C", "C", "C", "N", "H", "H", "H", "H", "H", "H", "H", "H", "H", "H", "H", "C", "C", "O", "H", "H", "H", "H", "H", "H", "O", "H", "H", "O", "H", "H", "O", "H", "H", "O", "H", "H", "O", "H", "H"],
  "coordinates": [[3.457, 5.627, -0.550], [2.346, 4.714, -0.332], [2.626, 3.711, 0.692], [1.471, 2.814, 1.060], [1.613, 1.751, 2.083], [0.918, 2.254, -0.088], [3.014, 6.470, -1.081], [4.286, 5.162, -1.083], [3.863, 5.847, 0.438], [3.440, 2.993, 0.591], [2.846, 4.250, 1.613], [0.649, 3.456, 1.376], [2.214, 0.866, 1.875], [0.637, 1.337, 2.336], [1.963, 2.190, 3.017], [0.824, 3.000, -0.762], [1.581, 1.640, -0.539], [-1.157, 1.627, -3.985], [-2.492, 1.698, -3.375], [-2.794, 0.612, -2.556], [-4.287, 0.210, -2.625], [-4.838, -0.355, -3.968], [-5.084, 1.385, -2.253], [-0.438, 1.571, -3.167], [-0.920, 2.547, -4.520], [-0.968, 0.859, -4.735], [-2.211, -0.274, -2.807], [-2.535, 0.793, -1.513], [-4.523, -0.545, -1.875], [-5.858, -0.706, -3.814], [-4.238, -1.125, -4.453], [-4.888, 0.421, -4.732], [-4.560, 2.158, -2.639], [-4.939, 1.497, -1.260], [0.857, -5.500, 5.345], [0.531, -5.663, 3.957], [0.715, -4.515, 3.172], [-0.223, -4.576, 1.927], [0.232, -5.700, 0.999], [-0.239, -3.301, 1.346], [0.212, -4.779, 5.847], [1.895, -5.209, 5.506], [0.817, -6.434, 5.907], [0.514, -3.645, 3.797], [1.741, -4.405, 2.820], [-1.242, -4.904, 2.130], [0.258, -6.607, 1.603], [1.229, -5.390, 0.684], [-0.440, -5.847, 0.154], [-0.843, -3.226, 0.541], [0.677, -3.073, 0.988], [4.296, 1.827, -1.929], [3.942, 0.512, -1.148], [2.589, 0.203, -1.209], [3.415, 2.457, -2.050], [4.630, 1.455, -2.897], [5.008, 2.531, -1.497], [4.137, 0.641, -0.084], [4.480, -0.394, -1.425], [2.359, -0.357, -1.954], [-1.510, 3.825, 0.450], [-0.700, 3.318, 0.402], [-1.258, 4.707, 0.177], [-0.874, -0.894, 2.433], [-0.775, -1.799, 2.137], [-1.017, -0.964, 3.376], [-1.628, -2.520, -1.308], [-2.467, -2.537, -0.846], [-1.282, -1.643, -1.144], [-3.471, 0.525, 1.377], [-3.418, 1.480, 1.324], [-2.882, 0.292, 2.094], [-0.529, -0.312, -0.112], [-0.042, 0.510, -0.062], [-0.707, -0.542, 0.800]],
  "forces_ev_per_angstrom": [[-0.9, -1.2, 0.8], [0.7, -1.6, 0.4], [0.5, 0.8, 1.6], [-1.3, 1.7, -0.1], [0.4, -0.2, 1.8], [-0.9, -1.1, -2.9], [0.4, 0.0, 0.2], [-0.2, -0.1, -0.5], [-0.1, 0.7, 0.0], [0.7, 0.4, -1.2], [0.4, 0.3, 0.1], [0.4, 0.5, 1.0], [0.4, 0.3, -0.5], [-0.2, 0.1, -0.3], [0.3, -0.1, 0.2], [-0.3, 0.2, -0.5], [0.1, -0.6, -0.1], [-0.7, 0.7, 1.0], [1.4, 0.4, -1.9], [-0.3, -2.1, 0.3], [-0.3, 0.2, -0.7], [0.5, 0.7, 0.0], [0.0, 0.0, 0.0], [0.2, -0.3, 0.0], [-0.6, 0.3, 0.2], [-0.6, -0.6, 0.3], [0.3, -0.1, -0.4], [-0.1, 0.4, 0.2], [0.5, -0.1, 0.2], [0.1, -0.1, 0.0], [0.1, -0.3, 0.5], [-0.1, 0.3, 0.1], [-0.3, 0.5, -0.3], [-0.2, 0.1, 0.4], [0.4, -0.1, -0.3], [0.2, -0.8, 1.1], [-1.2, 0.0, -0.1], [0.0, -2.0, 0.8], [0.4, 0.4, 0.5], [0.0, 1.8, -0.7], [-0.2, 0.2, -0.2], [0.2, 0.4, -0.3], [-0.6, -0.3, -0.6], [-0.3, 0.4, -0.2], [0.4, -0.2, -0.1], [-0.2, 0.6, 1.0], [0.3, -0.2, -0.2], [0.2, -0.6, -0.4], [0.1, 0.2, 0.0], [-0.2, -0.2, -0.4], [0.3, 0.2, -0.1], [-0.3, -1.2, -0.2], [0.8, 0.9, 0.7], [-1.4, -0.2, -0.1], [-0.3, -0.4, -0.1], [0.1, 0.7, -0.3], [0.5, -0.6, 0.2], [0.2, 0.1, 0.1], [0.6, 0.4, -0.4], [0.1, 0.0, -0.1], [-0.5, 0.2, 0.2], [-0.1, -0.5, -0.3], [0.0, 0.3, -0.1], [-0.4, 1.4, 1.1], [0.4, -1.7, -0.4], [0.0, 0.1, 0.2], [-0.1, -1.0, -0.2], [-0.4, 0.1, 0.0], [0.4, 0.8, 0.3], [-0.4, -0.1, -0.1], [0.1, 0.3, -0.1], [0.4, -0.2, 0.1], [0.0, -0.6, -0.8], [0.2, 0.7, -0.1], [-0.2, 0.3, 0.3]],
  "mulliken_charge": [-0.694, -0.334, -1.050, 0.740, -1.725, -0.092, 0.236, 0.217, 0.341, 0.334, 0.546, 0.520, 0.230, 0.204, 0.479, 0.283, -0.073, -0.538, -0.447, -0.388, 0.555, -1.522, -0.861, 0.046, 0.312, 0.332, 0.363, 0.212, 0.335, 0.363, 0.341, 0.297, 0.336, 0.305, -0.790, -0.325, -0.480, 0.005, -1.493, -0.402, 0.307, 0.316, 0.284, 0.360, 0.335, 0.333, 0.372, 0.356, 0.373, 0.148, 0.128, -0.980, -0.475, -0.449, 0.256, 0.367, 0.284, 0.223, 0.514, 0.242, -0.705, 0.341, 0.306, -0.598, 0.318, 0.337, -0.730, 0.297, 0.283, -0.601, 0.294, 0.260, -0.347, -0.027, 0.556]
}



{
  "formula": "C14H50N4O11",
  "method": "ωB97M-V/def2-TZVPD",
  "homo_lumo_gap_ha": 0.3569,
  "multiplicity": 1,
  "relative_energy_kcal_mol": 98.63,
  "lumo_ev": 0.32,
  "smiles": "NC(N)=O.NC(N)=O.CCO.CCO.CCO.CO.CO.CO.CO.CO.CO",
  "elements": ["N", "C", "N", "O", "H", "H", "H", "H", "N", "C", "N", "O", "H", "H", "H", "H", "C", "C", "O", "H", "H", "H", "H", "H", "H", "C", "C", "O", "H", "H", "H", "H", "H", "H", "C", "C", "O", "H", "H", "H", "H", "H", "H", "C", "O", "H", "H", "H", "H", "C", "O", "H", "H", "H", "H", "C", "O", "H", "H", "H", "H", "C", "O", "H", "H", "H", "H", "C", "O", "H", "H", "H", "H", "C", "O", "H", "H", "H", "H"],
  "coordinates": [[-3.944, -3.364, 2.500], [-2.914, -2.622, 2.787], [-2.086, -2.571, 1.787], [-2.809, -2.010, 4.052], [-4.587, -3.562, 3.301], [-3.974, -3.891, 1.649], [-1.322, -1.970, 1.826], [-2.263, -3.038, 0.894], [0.910, 1.672, -4.253], [0.714, 1.272, -3.017], [0.182, 2.220, -2.247], [0.722, -0.045, -2.754], [1.223, 1.076, -4.977], [1.168, 2.728, -4.237], [-0.345, 2.021, -1.360], [0.501, 3.262, -2.331], [1.849, -3.641, -4.606], [2.561, -2.499, -3.861], [2.078, -2.457, -2.586], [2.296, -4.564, -4.016], [2.119, -3.645, -5.655], [0.739, -3.715, -4.535], [2.396, -1.558, -4.407], [3.645, -2.547, -3.719], [1.888, -1.504, -2.567], [1.052, -0.733, 0.577], [0.957, -0.375, 1.977], [-0.332, 0.140, 2.111], [1.073, 0.220, -0.024], [0.222, -1.394, 0.258], [1.967, -1.264, 0.208], [1.617, 0.467, 2.248], [1.187, -1.175, 2.683], [-0.547, 0.407, 2.985], [1.982, 3.148, 0.488], [2.429, 4.573, 0.989], [1.766, 5.523, 0.217], [2.411, 2.978, -0.420], [0.926, 3.062, 0.394], [2.348, 2.385, 1.130], [3.496, 4.665, 0.941], [2.091, 4.622, 2.021], [1.671, 6.353, 0.681], [-1.908, 2.747, 0.841], [-1.240, 1.840, 0.027], [-1.995, 2.308, 1.705], [-2.931, 2.868, 0.517], [-1.434, 3.714, 0.941], [-0.762, 1.229, 0.605], [-4.014, 0.433, 1.750], [-3.865, 1.419, 2.866], [-3.171, -0.197, 1.596], [-4.221, 0.931, 0.832], [-4.837, -0.199, 1.938], [-3.302, 1.029, 3.545], [-2.835, -0.228, -2.466], [-1.897, -0.867, -1.522], [-3.078, 0.721, -1.989], [-3.721, -0.789, -2.663], [-2.328, 0.159, -3.421], [-1.774, -0.251, -0.783], [4.119, 0.383, -1.569], [4.926, 1.451, -1.698], [4.375, -0.371, -2.265], [3.051, 0.583, -1.771], [4.183, 0.046, -0.623], [4.421, 2.236, -1.770], [0.443, -4.125, -0.003], [-0.228, -3.569, -1.132], [0.781, -5.162, 0.000], [-0.142, -3.980, 0.913], [1.366, -3.494, 0.101], [0.374, -3.214, -1.800], [-0.780, 0.269, 5.077], [-1.062, 1.382, 4.330], [-1.598, 0.031, 5.731], [0.073, 0.594, 5.653], [-0.618, -0.671, 4.476], [-1.432, 2.098, 4.898]],
  "forces_ev_per_angstrom": [[-3.6, -1.5, 2.1], [0.3, 3.0, 6.7], [1.3, -0.1, -1.7], [-0.1, -2.7, -6.4], [0.9, 0.1, -1.5], [-0.3, -0.2, 0.0], [1.4, 1.2, 0.0], [0.1, 0.5, 0.5], [1.6, 4.6, -1.1], [-1.9, -6.6, 1.1], [0.5, 3.0, 2.1], [0.3, 5.3, -0.4], [0.7, -0.5, -0.3], [-0.7, -2.7, -1.1], [0.8, 0.0, -0.8], [-1.0, -2.9, 0.0], [1.6, -1.9, 1.7], [0.0, -0.3, -2.2], [-1.0, 1.3, 1.8], [-1.1, 1.2, -1.7], [0.2, -0.4, -0.2], [0.9, 0.7, 0.3], [-0.2, 0.1, 0.2], [0.2, -0.8, -1.0], [-0.9, 0.1, 1.2], [1.2, -0.4, -3.2], [1.1, 1.0, 1.8], [-1.3, -0.6, -1.5], [-0.4, -1.0, 0.2], [0.3, 0.6, 0.0], [-0.5, 0.4, 0.8], [0.4, -0.4, -0.2], [-0.3, -0.3, 0.0], [-0.2, 0.7, 0.9], [0.3, 2.2, 2.0], [-1.4, -2.2, 0.4], [-0.4, 0.5, -1.0], [1.1, -0.5, -2.8], [-0.8, 0.1, 0.1], [0.3, -0.6, 0.8], [0.7, 0.1, 0.0], [0.2, 0.2, 0.4], [0.1, 0.1, 0.2], [-0.5, 2.0, -3.2], [0.6, -0.7, -1.2], [-0.4, -1.9, 5.2], [-0.2, 0.3, -0.5], [0.4, 0.3, -0.2], [0.1, -0.2, 0.3], [0.2, 1.3, 1.8], [-0.2, -1.1, -1.6], [1.0, -0.2, 0.2], [-0.1, 0.9, -0.6], [-1.1, -0.7, 0.5], [0.0, -0.3, -0.2], [2.5, 1.9, 0.6], [-1.2, 0.1, -1.0], [-0.7, 0.1, 0.0], [-0.3, -0.7, -0.1], [-0.4, -1.3, 1.1], [-0.1, -0.1, -0.5], [-2.8, -0.3, -2.0], [2.4, 1.8, -0.6], [0.5, -1.1, -0.7], [0.2, 0.1, 0.1], [0.1, -1.7, 3.3], [-0.5, 1.1, -0.1], [1.6, 2.0, -0.1], [-1.0, -1.1, 0.6], [-0.3, -0.2, -0.7], [-0.1, 0.0, -0.3], [-0.5, -0.8, 0.4], [0.5, -0.1, 0.3], [0.7, -1.5, 1.4], [-1.6, 2.5, -1.3], [-0.4, -0.3, 0.5], [0.7, -1.0, 0.6], [0.0, 1.2, 0.4], [0.5, -0.9, -0.8]],
  "mulliken_charge": [-0.398, 0.629, -0.097, -0.725, 0.307, 0.168, -0.270, 0.249, -0.400, 0.285, 0.085, -0.485, 0.258, 0.191, 0.050, 0.273, -1.161, -0.125, -0.406, 0.237, 0.394, 0.242, 0.213, 0.370, 0.236, 1.097, -0.876, 0.385, -0.520, -0.766, 0.542, 0.348, 0.343, -0.074, -0.431, -0.593, -0.533, 0.140, 0.064, 0.350, 0.344, 0.355, 0.305, -1.241, -0.128, 0.581, 0.365, 0.177, -0.051, -0.422, -0.581, -0.149, 0.335, 0.444, 0.294, -0.716, -0.292, 0.230, 0.335, 0.186, 0.206, -0.348, -0.589, 0.308, -0.141, 0.388, 0.349, -0.412, -0.481, 0.315, 0.191, 0.101, 0.361, -0.849, -0.569, 0.324, 0.276, 0.281, 0.319]
}